## w
{
  "formula": "C3H6N3S",
  "method": "ωB97M-V with the def2-TZVPD basis set",
  "species": ["S", "N", "N", "N", "C", "C", "C", "H", "H", "H", "H", "H", "H"],
  "coordinates": [[-3.5343, 0.4877, -0.1635], [0.3560, -0.8970, -0.2176], [-2.0603, -0.0987, -0.0375], [0.9606, -0.0537, -0.7699], [1.9138, 0.8088, -0.1522], [-1.9079, -1.3923, 0.2041], [-0.5738, -1.7415, -0.0692], [-2.5637, -2.2892, 0.2722], [-3.0402, 1.6588, -0.2676], [2.0244, 0.3251, 0.9020], [2.8340, 0.9317, -0.7846], [-0.2386, -2.8513, -0.1156], [1.3601, 1.8168, -0.0119]],
  "nbo_charge": [0.475, 0.043, -0.511, 0.077, -0.490, -0.079, 0.071, 0.238, 0.112, 0.225, 0.281, 0.278, 0.281],
  "charge": 1,
  "lumo_ev": [-5.50, -5.50]
}

***

## x
{
  "formula": "C3H6N3S",
  "method": "ωB97M-V with the def2-TZVPD basis set",
  "species": ["S", "N", "N", "N", "C", "C", "C", "H", "H", "H", "H", "H", "H"],
  "coordinates": [[-0.8949, -3.2447, 1.2034], [0.1272, 0.1513, -0.2509], [0.4063, 0.0940, 2.0252], [-0.3725, -2.0306, 0.4294], [0.5158, 0.6856, 0.9530], [-0.2234, -1.1382, -0.4721], [-0.2276, 1.0213, -1.3017], [-0.3279, -1.4032, -1.4780], [1.1606, 1.6295, 0.7511], [-0.6234, 0.4408, -2.0819], [0.6798, 1.4951, -1.6294], [0.8007, 0.3922, 2.9212], [-1.0208, 1.9070, -1.0694]],
  "nbo_charge": [0.774, -0.386, -0.621, -0.492, 0.286, 0.324, -0.414, 0.243, 0.189, 0.217, 0.226, 0.409, 0.245],
  "charge": 1,
  "lumo_ev": [-7.03, -6.92],
  "smiles": "[H]/N=C/N(C)C=[N+]=S"
}

***

x (100.5 kJ/mol below the next structure)

***

## w
{
  "formula": "C33H30Cl4N3O4SeZr",
  "method": "ωB97M-V with the def2-TZVPD basis set",
  "species": ["Zr", "Se", "Cl", "Cl", "Cl", "Cl", "O", "O", "O", "O", "N", "N", "N", "C", "C", "C", "C", "C", "C", "C", "C", "C", "C", "C", "C", "C", "C", "C", "C", "C", "C", "C", "C", "C", "C", "C", "C", "C", "C", "C", "C", "C", "C", "C", "C", "C", "H", "H", "H", "H", "H", "H", "H", "H", "H", "H", "H", "H", "H", "H", "H", "H", "H", "H", "H", "H", "H", "H", "H", "H", "H", "H", "H", "H", "H", "H"],
  "coordinates": [[-0.8832, 0.6298, 0.6979], [3.7242, -0.5913, -1.5436], [-7.3412, -1.3040, 2.5963], [-6.3558, -3.7051, 0.8386], [-5.4038, 1.1478, 3.1077], [-3.4336, -3.6468, -0.3791], [0.9212, 1.7539, 0.4682], [-1.9554, -1.1456, 0.3724], [-0.8484, 0.7116, -1.3013], [-2.7591, 0.7992, 1.7205], [0.6440, -1.0415, 0.4778], [-0.0360, 0.7533, 2.9950], [-1.3680, 2.9259, 1.1238], [-3.1915, -1.2585, 0.8043], [2.2338, -0.2750, 2.1979], [3.6665, -4.6595, -3.9378], [1.5542, -1.4681, 1.5469], [0.5271, 4.9079, -1.3064], [0.8743, -1.5801, -0.6693], [-0.7881, -0.2727, 3.7517], [-2.2214, 3.3060, 2.2541], [0.2344, 3.8176, -0.4684], [1.4330, 0.5334, 3.2195], [3.6112, -2.2465, -3.9014], [-4.9098, -0.1985, 2.1325], [-1.7565, 2.6360, 3.5645], [-1.2795, -1.2611, -4.3111], [0.2787, -2.3760, -2.8836], [-3.6420, -0.1719, 1.5770], [-5.3165, -2.3541, 1.1283], [-0.3245, 2.1057, 3.5777], [1.1626, 2.7570, -0.3188], [3.5587, -3.4399, -4.6010], [3.7696, -2.2172, -2.5060], [-5.7554, -1.2902, 1.9058], [-4.0288, -2.3425, 0.5790], [1.6967, 4.9546, -2.0201], [3.8536, -4.6537, -2.5625], [-0.7154, -0.2852, -2.1802], [2.3889, 2.8597, -1.0130], [3.9137, -3.4561, -1.8623], [-0.4241, -2.3306, -4.0735], [-0.8781, 3.8941, 0.4339], [-1.4247, -0.2486, -3.3789], [0.1353, -1.3761, -1.9186], [2.6281, 3.9170, -1.8545], [1.9074, 5.7800, -2.6868], [4.0811, -3.4652, -0.7908], [-1.8408, -1.2129, -5.2369], [1.8990, 1.5154, 3.2834], [-0.1977, 5.7126, -1.3785], [2.5737, 0.3668, 1.3885], [3.4224, -3.4245, -5.6769], [3.1243, -0.6319, 2.7216], [-2.4636, 1.8598, 3.8454], [1.5249, 0.0756, 4.2119], [-1.8566, -0.1097, 3.6504], [3.5607, 3.9407, -2.4055], [-1.7892, 3.3896, 4.3554], [0.3247, 2.8028, 3.0467], [-0.3014, -3.1146, -4.8089], [-2.0792, 0.5942, -3.5596], [-1.2758, 4.9000, 0.6052], [1.6149, -2.3731, -0.7187], [1.0050, -2.0766, 2.2730], [-3.2498, 3.0160, 2.0567], [0.9619, -3.1937, -2.6836], [-2.1810, 4.3936, 2.3694], [0.0135, 2.0662, 4.6222], [2.3328, -2.0944, 1.1075], [-0.5135, -0.2391, 4.8131], [-0.5557, -1.2613, 3.3605], [3.5098, -1.3040, -4.4238], [3.6163, -5.5930, -4.4846], [3.1072, 2.0586, -0.9082], [3.9558, -5.5921, -2.0278]],
  "mulliken_charge": [0.822, -0.319, -0.237, -0.227, -0.228, -0.213, 0.502, -0.207, -0.717, 0.035, 0.636, 1.560, 0.287, -0.496, -0.381, -0.448, -1.118, -0.558, -0.782, -1.334, -1.061, 0.548, -1.307, -0.340, -0.046, -0.442, -0.411, -1.034, -0.528, 0.542, -1.594, 0.558, -0.511, 0.038, 0.260, -0.007, -0.798, -0.531, 0.332, -0.968, -0.416, -1.061, -0.371, -0.843, 1.645, -0.743, 0.385, 0.381, 0.377, 0.487, 0.388, -0.008, 0.354, 0.570, 0.113, 0.390, 0.374, 0.456, 0.563, 0.356, 0.439, 0.444, 0.267, 0.471, 0.440, 0.111, 0.435, 0.667, 0.686, 0.346, 0.433, 0.190, 0.362, 0.379, 0.301, 0.353],
  "charge": -1,
  "lumo_ev": 2.22
}

***

## x
{
  "formula": "C33H30Cl4N3O4SeZr",
  "method": "ωB97M-V with the def2-TZVPD basis set",
  "species": ["Zr", "Se", "Cl", "Cl", "Cl", "Cl", "O", "O", "O", "O", "N", "N", "N", "C", "C", "C", "C", "C", "C", "C", "C", "C", "C", "C", "C", "C", "C", "C", "C", "C", "C", "C", "C", "C", "C", "C", "C", "C", "C", "C", "C", "C", "C", "C", "C", "C", "H", "H", "H", "H", "H", "H", "H", "H", "H", "H", "H", "H", "H", "H", "H", "H", "H", "H", "H", "H", "H", "H", "H", "H", "H", "H", "H", "H", "H", "H"],
  "coordinates": [[-0.3271, 0.0213, -0.4908], [-2.8751, 1.0092, 0.2948], [3.6211, 0.9276, -4.2219], [-1.0480, 2.4576, -6.9398], [-2.7212, 2.3702, -4.2189], [1.9721, 1.5968, -6.8498], [0.9134, 1.7161, -0.3421], [-1.1578, 1.1725, -2.0120], [-1.4766, -1.3919, -1.6353], [0.9045, -0.3764, -2.1817], [-0.8415, -1.9676, 0.8643], [1.9370, -0.6222, 0.3555], [0.3323, 0.6964, 2.4546], [4.4766, 3.4723, -2.7789], [-1.1507, 1.6488, -4.3345], [0.1710, -4.9986, -2.7620], [1.7615, 0.6258, 2.7856], [1.4694, 0.6766, -4.3342], [-4.5593, 1.4598, 4.7017], [-4.7766, 0.2928, 3.9824], [-3.8555, 2.4968, 4.1034], [0.9223, 1.3317, -5.4235], [1.9414, 2.0129, -1.0923], [-0.0147, 2.1270, 2.4680], [-0.6056, 1.0639, -3.1985], [0.1043, -4.6569, -1.4342], [3.3602, 3.6821, -2.2003], [-3.5196, 1.1699, 2.0962], [0.6375, 0.3592, -3.2704], [-0.3658, -4.1154, -3.7160], [2.9877, -0.1166, -0.1589], [2.4390, -0.7423, 2.7590], [-0.6959, -3.1365, 0.3509], [-0.4294, -3.4210, -1.0359], [2.9839, 0.9679, -1.1714], [-3.3533, 2.3564, 2.8177], [-1.4906, -1.9438, 2.1780], [-0.9626, -2.5201, -1.9951], [2.2201, -1.5383, 1.4604], [-0.4899, 0.0383, 3.4773], [3.9502, 0.5532, -1.9537], [2.1225, 3.2354, -1.6161], [-0.3846, 1.7705, -5.4928], [-4.2719, 0.1558, 2.6961], [-0.6560, -1.4693, 3.3597], [-0.9404, -2.9250, -3.3511], [3.5085, -0.5435, 2.8792], [-1.4858, 0.4795, 3.4236], [1.3848, -2.2203, 1.5603], [3.1119, -2.1310, 1.2342], [0.0716, 2.5359, 3.4872], [-3.7014, 3.4270, 4.6379], [0.6134, -5.9361, -3.0711], [0.2935, -2.0026, 3.3856], [2.2705, 1.2797, 2.0774], [3.3546, 1.5284, -5.3653], [1.9183, 1.0612, 3.7870], [-0.8821, -4.0083, 0.9898], [3.6043, 4.7840, -2.1723], [-4.4776, -0.7464, 2.1328], [-2.3562, -1.2912, 2.0725], [1.3283, 3.9537, -1.4636], [-2.8273, 3.1808, 2.3530], [-1.3515, -2.2415, -4.0829], [4.9424, 1.3920, -4.3484], [2.1482, -1.3438, 3.6211], [-1.1988, -1.7797, 4.2581], [0.6475, 2.6686, 1.8001], [-0.0895, 0.2851, 4.4754], [-5.3524, -0.5150, 4.4194], [-4.9507, 1.5681, 5.7056], [-1.0307, 2.2566, 2.1102], [0.4736, -5.3391, -0.6745], [-0.3259, -4.3818, -4.7659], [3.9677, -0.4945, 0.1411], [-1.8674, -2.9488, 2.3991]],
  "mulliken_charge": [0.579, -0.189, 0.103, -0.238, -0.244, -0.365, -0.623, -0.464, -1.016, -0.569, 0.546, 1.152, 1.447, -0.714, -0.122, -0.762, -1.373, -1.482, -0.424, -0.808, -0.741, 1.057, 0.772, -1.287, 0.571, -0.571, 0.127, -0.504, 0.770, -0.494, -1.635, -1.132, 0.012, 0.075, 1.159, -0.043, -0.691, 0.820, -0.816, -0.237, -0.904, -0.461, 0.066, 0.015, -1.079, -0.641, 0.464, -0.334, -0.054, 0.579, 0.450, 0.384, 0.386, 0.183, 0.501, 0.223, 0.628, 0.333, 0.286, 0.527, -0.420, 0.451, 0.506, 0.493, 0.237, 0.429, 0.639, 0.342, 0.371, 0.373, 0.393, -0.025, 0.413, 0.385, 0.466, 0.753],
  "charge": -1,
  "lumo_ev": 1.49
}

***

w (1393.7 kJ/mol below the next structure)

***

## w
{
  "formula": "C2H3O3Si",
  "method": "ωB97M-V with the def2-TZVPD basis set",
  "species": ["Si", "O", "O", "O", "C", "C", "H", "H", "H"],
  "coordinates": [[-1.1222, -0.2527, -0.0309], [2.0231, -1.2285, 0.4026], [0.1832, -0.8122, -0.7272], [1.5607, 2.0422, -0.0558], [1.3629, -0.3482, -0.1292], [1.0189, 0.9672, 0.1743], [-1.2597, -0.5155, 1.3537], [-1.7764, 1.0707, -0.1340], [-1.9906, -0.9229, -0.8536]],
  "nbo_charge": [1.176, -0.641, -0.897, -0.605, 0.552, 0.190, -0.229, -0.254, -0.291],
  "charge": -1,
  "lumo_ev": 4.04
}

***

## x
{
  "formula": "C2H3O3Si",
  "method": "ωB97M-V with the def2-TZVPD basis set",
  "species": ["Si", "O", "O", "O", "C", "C", "H", "H", "H"],
  "coordinates": [[0.2055, -0.2151, -0.0800], [1.9706, 1.4347, 0.1585], [4.1841, 0.9184, -0.0866], [2.5813, -1.8639, 0.1452], [2.3305, -0.6961, -0.1466], [2.9722, 0.7209, -0.0546], [-0.2411, 0.1822, 1.2533], [-0.3942, -1.5506, -0.2035], [-0.4835, 0.6537, -0.9559]],
  "nbo_charge": [0.693, -0.723, -0.697, -0.574, 0.285, 0.653, -0.194, -0.241, -0.202],
  "charge": -1,
  "lumo_ev": 4.02,
  "smiles": "O=C([O-])C(=O)[SiH3]"
}

***

x (95.3 kJ/mol below the next structure)